1.
# CH2Br2N2S

A molecular structure, CH2Br2N2S in a non-equilibrium geometry (ωB97M-V with the def2-TZVPD basis set, OMol25).

Positions of all 8 atoms, in Å:
C  -0.844  -1.344  0.003
N  -1.299  -0.162  -0.052
N  1.484  0.902  0.698
S  0.402  -2.273  -0.092
Br  0.791  2.214  -0.376
Br  2.531  -0.346  -0.154
H  -0.829  0.834  -0.236
H  -2.236  0.174  0.210

The calculation puts the LUMO energy (alpha / beta) at -1.132 / -1.732 eV. The total charge is 0.

Atomic partial charges in e from the Löwdin method, atoms 1 to 6: atom 1 (C): -0.716, atom 2 (N): -0.004, atom 3 (N): -1.094, atom 4 (S): 0.712, atom 5 (Br): 0.526, atom 6 (Br): 0.474

=====

2.
# C3H3N8

A gas-phase ion, C3H3N8 (charge +1) in a non-equilibrium geometry (ωB97M-V with the def2-TZVPD basis set, OMol25).

Positions of all 14 atoms, in Å:
C  -0.237  -1.164  -2.048
C  0.722  -1.049  -1.174
C  -0.896  0.727  1.006
N  -0.209  -2.051  -3.144
N  -1.540  -0.620  -1.999
N  -1.343  -1.980  -3.614
N  -2.154  -1.200  -2.906
N  2.204  -0.410  0.405
N  1.339  0.253  0.916
N  1.904  -1.082  -0.782
N  0.144  0.320  0.396
H  -0.973  1.130  1.982
H  -1.771  0.789  0.515
H  2.712  -1.366  -1.412

The SMILES is C=N/N=N\[NH+]=C=C1N=NN=N1. The calculation puts the LUMO energy (alpha / beta) at -7.304 / -7.305 eV. The total charge is +1.

Atomic partial charges in e from the Löwdin method, atoms 1 to 6: atom 1 (C): -0.310, atom 2 (C): 0.082, atom 3 (C): 0.218, atom 4 (N): 0.108, atom 5 (N): 0.095, atom 6 (N): 0.012

=====

3.
# C31H39BiN9O5S2

A molecular structure, C31H39BiN9O5S2 (ωB97M-V with the def2-TZVPD basis set, OMol25).

Positions of all 87 atoms, in Å:
Bi  0.269  0.090  -0.397
N  1.538  1.516  4.276
C  0.464  1.156  3.486
S  -0.332  -0.312  3.801
N  0.146  2.104  2.610
N  -0.599  1.723  1.564
C  -1.331  2.601  0.982
C  -1.499  3.974  1.546
C  -2.576  4.268  2.375
C  -2.701  5.527  2.950
C  -1.745  6.503  2.702
C  -0.662  6.213  1.881
C  -0.541  4.954  1.310
C  -2.046  2.206  -0.249
C  -2.968  3.056  -0.788
C  -3.774  2.607  -1.878
C  -3.589  1.399  -2.426
C  -2.462  0.551  -1.965
N  -1.799  0.959  -0.771
H  1.552  1.064  5.172
H  1.757  2.500  4.272
H  -3.315  3.499  2.572
H  -3.541  5.744  3.599
H  -1.839  7.485  3.150
H  0.090  6.968  1.689
H  0.308  4.720  0.676
H  -3.140  4.020  -0.335
H  -4.581  3.239  -2.233
H  -4.212  1.004  -3.219
H  -2.754  -0.497  -1.892
C  0.721  -3.283  -5.878
C  -0.202  -2.242  -6.502
C  -1.664  -2.671  -6.420
C  0.002  -0.869  -5.860
N  -0.303  -0.823  -4.437
C  0.638  -0.383  -3.392
N  -0.104  0.700  -2.782
N  -1.352  0.399  -3.099
N  -1.557  -0.401  -4.060
H  0.526  -4.274  -6.297
H  0.575  -3.329  -4.796
H  1.772  -3.039  -6.067
H  0.068  -2.120  -7.558
H  -1.977  -2.753  -5.376
H  -1.809  -3.642  -6.899
H  -2.318  -1.942  -6.907
H  -0.616  -0.132  -6.380
H  1.047  -0.574  -5.975
H  1.570  -0.023  -3.837
C  -1.019  -2.947  -2.208
O  0.344  -2.705  -2.482
C  0.890  -1.433  -2.240
C  2.374  -1.668  -2.030
H  -1.674  -2.534  -2.979
H  -1.308  -2.543  -1.235
H  -1.140  -4.030  -2.196
H  2.788  -2.264  -2.854
H  2.547  -2.201  -1.095
H  2.912  -0.713  -1.987
C  7.298  -2.224  3.045
C  6.111  -3.121  2.799
C  5.216  -2.850  1.771
C  4.110  -3.661  1.554
C  3.908  -4.750  2.385
C  4.785  -5.043  3.424
C  5.884  -4.226  3.621
S  2.515  -5.793  2.134
O  2.077  -5.626  0.775
O  2.812  -7.118  2.611
N  1.458  -5.158  3.220
C  0.996  -3.767  3.022
C  0.002  -3.528  1.880
C  0.315  -2.254  1.128
O  -0.697  -1.598  0.678
O  1.486  -1.900  0.929
H  7.511  -1.606  2.173
H  8.187  -2.808  3.284
H  7.103  -1.557  3.888
H  5.374  -1.987  1.134
H  3.396  -3.439  0.770
H  4.597  -5.906  4.051
H  6.579  -4.444  4.424
H  0.714  -5.833  3.372
H  1.876  -3.151  2.846
H  0.568  -3.441  3.966
H  -1.026  -3.485  2.231
H  0.086  -4.323  1.135

The calculation puts the LUMO energy at 2.479 eV. The total charge is -1.

Atomic partial charges in e from the Löwdin method, atoms 1 to 6: atom 1 (Bi): 1.889, atom 2 (N): 0.020, atom 3 (C): -0.961, atom 4 (S): 0.495, atom 5 (N): -0.037, atom 6 (N): -0.087

=====

4.
# C32H26ClN6O4PRu

A molecular structure, C32H26ClN6O4PRu in a non-equilibrium geometry (ωB97M-V with the def2-TZVPD basis set, OMol25).

Positions of all 71 atoms, in Å:
Ru  -0.408  0.721  -1.132
N  -3.476  2.810  1.285
C  -2.368  2.220  0.856
N  -2.338  1.222  0.022
C  -3.526  0.772  -0.542
N  -3.542  -0.168  -1.425
N  -2.238  -0.479  -1.812
C  -2.082  -1.552  -2.466
C  -0.733  -1.851  -3.002
C  -0.476  -2.978  -3.755
C  0.810  -3.162  -4.250
C  1.777  -2.211  -3.981
C  1.432  -1.102  -3.216
N  0.206  -0.938  -2.736
C  -4.784  1.390  -0.115
C  -6.022  1.007  -0.638
C  -7.172  1.638  -0.218
C  -7.103  2.666  0.727
C  -5.890  3.066  1.245
C  -4.737  2.421  0.811
H  -3.398  3.597  1.908
H  -1.433  2.610  1.242
H  -2.922  -2.212  -2.664
H  -1.265  -3.690  -3.960
H  1.047  -4.032  -4.848
H  2.785  -2.308  -4.360
H  2.133  -0.310  -2.983
H  -6.050  0.215  -1.373
H  -8.130  1.344  -0.625
H  -8.009  3.160  1.053
H  -5.832  3.868  1.971
O  -0.170  2.958  -3.531
Cl  -0.965  2.573  -2.398
O  -0.728  3.460  -1.246
O  -2.378  2.558  -2.727
O  1.347  1.411  -1.521
N  0.161  -0.410  0.212
P  1.598  -0.568  0.953
C  2.839  0.218  -0.019
C  4.050  -0.338  -0.288
C  5.010  0.352  -1.070
C  4.722  1.644  -1.564
C  3.521  2.229  -1.328
C  2.414  1.549  -0.588
C  2.011  -2.285  1.205
C  2.253  -2.802  2.475
C  2.536  -4.153  2.629
C  2.570  -4.984  1.521
C  2.321  -4.474  0.250
C  2.039  -3.129  0.090
C  1.504  0.259  2.535
C  2.670  0.671  3.180
C  2.591  1.302  4.412
C  1.351  1.521  4.999
C  0.188  1.111  4.360
C  0.261  0.480  3.126
H  4.298  -1.319  0.103
H  5.962  -0.112  -1.285
H  5.472  2.168  -2.142
H  3.289  3.209  -1.725
H  2.084  2.207  0.231
H  2.222  -2.157  3.344
H  2.725  -4.554  3.616
H  2.788  -6.037  1.645
H  2.345  -5.128  -0.611
H  1.835  -2.735  -0.899
H  3.636  0.511  2.714
H  3.494  1.626  4.911
H  1.292  2.014  5.960
H  -0.774  1.277  4.827
H  -0.637  0.144  2.622

The expectation value of S² is 8.805. The spin multiplicity is 6. The calculation puts the LUMO energy (alpha / beta) at -3.267 / -4.304 eV. The total charge is +1.

Atomic partial charges in e from the Löwdin method, atoms 1 to 6: atom 1 (Ru): 1.372, atom 2 (N): 0.152, atom 3 (C): -0.144, atom 4 (N): 0.017, atom 5 (C): -0.287, atom 6 (N): 0.105

=====

5.
# C18H14IN4O3Pt

A molecular structure, C18H14IN4O3Pt in a non-equilibrium geometry (ωB97M-V with the def2-TZVPD basis set, OMol25).

Positions of all 41 atoms, in Å:
Pt  0.636  -0.566  0.322
O  -2.243  3.880  -3.851
C  -2.702  2.746  -3.761
O  -3.684  2.103  -4.116
C  -1.706  1.799  -2.813
C  -2.085  0.496  -2.528
C  -1.288  -0.249  -1.676
N  -0.153  0.298  -1.191
C  0.197  1.585  -1.402
C  -0.572  2.363  -2.249
C  1.385  1.983  -0.642
C  2.077  3.170  -0.830
C  3.239  3.406  -0.122
C  3.696  2.443  0.771
C  2.953  1.295  0.940
N  1.820  1.070  0.273
C  -1.522  -1.607  -1.178
C  -2.488  -2.470  -1.674
C  -2.564  -3.763  -1.193
C  -1.663  -4.177  -0.218
C  -0.742  -3.269  0.258
N  -0.677  -2.013  -0.188
H  -3.003  0.107  -2.950
H  -0.336  3.399  -2.458
H  1.702  3.893  -1.542
H  3.798  4.319  -0.271
H  4.615  2.580  1.322
H  3.264  0.519  1.628
H  -3.165  -2.120  -2.441
H  -3.301  -4.452  -1.581
H  -1.673  -5.188  0.162
H  -0.026  -3.542  1.021
N  1.701  -1.999  4.250
C  1.042  -1.329  3.304
O  1.395  -1.447  2.122
C  -0.096  -0.488  3.860
I  -1.264  0.660  2.479
H  2.476  -2.591  3.992
H  1.452  -1.937  5.222
H  0.306  0.227  4.574
H  -0.799  -1.136  4.375

The calculation puts the LUMO energy at -4.255 eV. The total charge is +1.

Atomic partial charges in e from the Löwdin method, atoms 1 to 6: atom 1 (Pt): 1.096, atom 2 (O): 0.003, atom 3 (C): -0.656, atom 4 (O): 0.003, atom 5 (C): -0.022, atom 6 (C): 0.079